a | 10
Properties=species:S:1:pos:R:3:nbo_charge:R:1 method="wB97M-V/def2-TZVPD" charge=0 homo_ev=-9.564 smiles="C=C(F)C(=C)F" orbital_gap_ev=10.1
H -1.387 2.093 -0.170 0.224
H 1.411 2.284 0.392 0.243
C -1.667 1.118 -0.111 -0.478
H -2.610 0.771 0.126 0.221
C -0.846 0.082 -0.038 0.375
F 1.338 -1.116 -0.090 -0.341
C 1.557 1.192 0.080 -0.485
H 2.677 0.729 0.002 0.237
F -1.185 -1.224 0.120 -0.316
C 0.711 0.139 -0.035 0.320

***

b | 10
Properties=species:S:1:pos:R:3:nbo_charge:R:1 method="wB97M-V/def2-TZVPD" charge=0 homo_ev=-9.224 smiles="F/C=C/C=C/F" orbital_gap_ev=10.4
F 2.811 -0.425 -0.059 -0.331
C -0.732 0.633 0.117 -0.315
H -1.181 1.483 0.553 0.223
C 0.725 0.633 -0.123 -0.307
C -1.497 -0.406 -0.201 0.252
H 1.143 -1.289 0.669 0.166
H -1.144 -1.326 -0.668 0.168
H 1.189 1.529 -0.543 0.226
C 1.493 -0.409 0.203 0.248
F -2.806 -0.423 0.052 -0.329

***

Which of them is the least stable? Correct choice: a.

***

a | 15
Properties=species:S:1:pos:R:3:nbo_charge:R:1 method="wB97M-V/def2-TZVPD" charge=0 homo_ev=-9.262 smiles="O=CN[C@H](C=O)CS" orbital_gap_ev=9.9
O 2.348 0.602 0.592 -0.510
H -0.478 -1.623 -0.861 0.239
C 0.448 -1.222 -0.449 -0.532
H -0.261 1.549 -1.195 0.401
H 1.171 -0.984 -1.218 0.231
C 0.029 0.040 0.307 -0.190
O -2.768 0.202 0.132 -0.596
S 1.083 -2.493 0.671 -0.030
H -2.513 1.718 -1.189 0.119
H 0.872 1.670 1.501 0.116
C -2.089 0.959 -0.525 0.531
H 2.325 -2.016 0.754 0.137
H -0.639 -0.205 1.136 0.256
N -0.729 0.972 -0.511 -0.620
C 1.202 0.830 0.854 0.446

***

b | 15
Properties=species:S:1:pos:R:3:nbo_charge:R:1 method="wB97M-V/def2-TZVPD" charge=0 homo_ev="-9.123 / -9.123" orbital_gap_ev="7.4 / 7.4"
H 1.505 1.690 -0.010 0.210
C 0.461 1.567 0.407 -0.450
O -4.180 -0.960 -0.127 -0.864
O -3.883 1.458 -0.112 -0.839
H -1.392 -2.167 -0.270 0.237
H -0.042 -0.967 -1.528 0.199
H 0.955 -1.105 -0.039 0.194
H 0.672 1.381 1.485 0.184
C 0.067 -0.749 -0.510 -0.234
H 0.148 2.575 0.305 0.214
N -0.332 0.654 -0.390 -0.352
H -0.748 -1.908 1.236 0.237
S -3.255 0.166 -0.246 1.941
C -1.802 -0.159 0.546 -0.167
C -1.045 -1.401 0.306 -0.509

***

Which of them is the least stable? Correct choice: b.

***

a | 15
Properties=species:S:1:pos:R:3:nbo_charge:R:1 method="wB97M-V/def2-TZVPD" charge=0 homo_ev=-8.817 orbital_gap_ev=8.3
C -0.296 -0.917 -1.320 0.750
H 2.364 0.362 -0.046 0.263
C -0.996 0.688 -0.557 0.513
C 0.407 -0.151 0.609 0.635
O 0.547 -1.420 0.493 -0.600
O -1.391 -1.688 -1.224 -0.717
H -1.669 -0.280 1.222 0.275
C 1.602 0.749 0.629 -0.725
H -0.964 1.398 1.507 0.246
O -1.288 1.575 -1.287 -0.475
H 1.363 1.773 0.343 0.236
C -0.962 0.487 0.908 -0.621
H -1.174 -2.488 -0.722 0.511
O 0.485 -0.861 -2.211 -0.552
H 1.972 0.774 1.657 0.262

***

b | 15
Properties=species:S:1:pos:R:3:nbo_charge:R:1 method="wB97M-V/def2-TZVPD" charge=0 homo_ev="-8.322 / -8.322" orbital_gap_ev="7.3 / 7.3"
O 0.027 2.470 -0.418 -0.599
H 0.735 -1.391 -1.360 0.501
H -0.775 1.082 2.087 0.219
C -0.356 0.640 1.184 -0.127
H 0.130 -1.536 1.133 0.242
O -1.117 -1.030 -1.006 -0.747
H 2.174 0.547 0.063 0.208
H -1.892 -1.337 -1.507 0.510
C 0.565 -0.537 1.123 -0.535
C -1.308 0.308 -0.768 0.751
C -0.040 1.321 -0.044 0.319
C 1.314 -0.090 -0.116 0.184
O -2.262 0.899 -1.162 -0.545
O 1.544 -0.887 -1.177 -0.654
H 1.262 -0.459 1.968 0.273

***

Which of them is the least stable? Correct choice: b.

***

a | 24
Properties=species:S:1:pos:R:3:nbo_charge:R:1 method="wB97M-V/def2-TZVPD" charge=0 homo_ev=-7.342 orbital_gap_ev=8.4
C -0.371 0.474 -0.374 -0.006
H 0.855 2.224 -1.491 0.331
H -2.053 -1.079 0.524 0.190
H -0.651 -0.202 -1.176 0.214
N 1.129 1.290 -1.194 -0.733
H -0.300 -2.895 0.128 0.194
C 1.530 0.514 -2.346 -0.423
H 1.180 -0.849 0.288 0.212
C -1.119 -1.145 1.082 -0.456
C -1.310 1.608 -0.047 -0.659
H -1.387 -3.271 1.461 0.202
H -1.794 1.968 -0.953 0.227
C -0.617 -2.571 1.125 -0.626
H -2.095 1.316 0.653 0.224
H 0.451 1.454 1.977 0.373
C 0.492 -0.083 0.630 0.056
H 2.456 0.895 -2.798 0.193
H -1.316 -0.727 2.068 0.190
H 0.774 0.452 -3.150 0.152
H 1.740 -0.517 -2.034 0.172
N 0.964 0.629 1.702 -0.841
H 1.966 0.738 1.739 0.395
H 0.237 -2.665 1.797 0.205
H -0.763 2.444 0.390 0.215

***

b | 24
Properties=species:S:1:pos:R:3:nbo_charge:R:1 method="wB97M-V/def2-TZVPD" charge=0 homo_ev=-8.254 smiles=CCCCCNCN orbital_gap_ev=9.4
H -1.315 -1.953 -2.561 0.224
N -0.168 0.339 2.265 -0.672
H 0.058 -1.636 1.837 0.208
C 1.300 -0.507 0.385 -0.438
H 0.643 0.905 -1.166 0.192
H -2.329 1.894 2.405 0.360
N -1.763 1.987 1.572 -0.862
H -1.038 -0.349 -3.261 0.204
C -0.337 1.674 1.714 -0.067
C 1.228 -0.023 -1.095 -0.392
H 2.166 -0.096 0.938 0.217
C 0.562 -1.079 -2.015 -0.403
H 0.306 0.289 3.150 0.370
H 1.711 -1.499 0.158 0.200
H 0.883 -2.010 -1.539 0.189
H 1.001 -1.161 -3.017 0.201
H 0.154 2.470 2.274 0.186
C -0.947 -0.951 -2.356 -0.625
H 2.279 0.027 -1.411 0.215
H -2.205 1.511 0.797 0.353
H 0.037 1.795 0.680 0.171
H -1.395 -0.224 -1.674 0.205
H -0.894 -0.674 0.684 0.193
C 0.063 -0.728 1.235 -0.229

***

c | 24
Properties=species:S:1:pos:R:3:nbo_charge:R:1 method="wB97M-V/def2-TZVPD" charge=0 homo_ev=-6.322 orbital_gap_ev=7.3
C -0.131 -0.372 -1.253 0.189
H 1.334 0.551 1.046 0.168
H 1.297 -0.120 -2.722 0.349
H 0.449 2.983 -0.613 0.190
H 0.344 -3.160 0.455 0.196
C 0.580 1.226 0.635 -0.427
H 0.039 2.347 2.432 0.188
H -1.997 -2.878 1.283 0.210
N 0.354 0.123 -2.422 -0.792
C -1.684 -2.431 0.338 -0.615
H -1.247 2.221 1.241 0.194
H 1.804 3.030 0.511 0.197
N 0.288 -1.607 -0.906 -0.596
H -1.974 -3.096 -0.476 0.209
C -0.175 -2.207 0.339 -0.208
H -2.211 -1.486 0.210 0.221
C -0.411 1.672 1.689 -0.623
H 1.881 1.994 -0.916 0.192
H 0.101 -1.567 1.186 0.191
H -0.341 0.431 -0.314 0.246
C 1.213 2.361 -0.130 -0.629
H -0.826 0.825 2.240 0.200
H 0.106 1.073 -2.638 0.393
H 1.209 -1.912 -1.216 0.355

***

d | 24
Properties=species:S:1:pos:R:3:nbo_charge:R:1 method="wB97M-V/def2-TZVPD" charge=0 homo_ev=-8.319 smiles=CCCN(C)CCN orbital_gap_ev=9.5
H 1.664 1.157 0.913 0.190
H -0.518 2.032 -1.158 0.203
H 0.165 2.036 1.364 0.184
H -1.823 -0.458 -1.938 0.199
H -0.209 -0.074 -2.808 0.185
H 1.033 -0.599 0.834 0.187
C 0.232 -1.017 0.237 -0.231
H -1.395 -3.197 -0.192 0.205
H 1.509 3.558 -0.582 0.363
C 0.236 1.408 -0.702 -0.212
H -0.498 -1.546 -1.987 0.198
H -0.296 -3.750 1.206 0.209
H 1.869 3.657 1.033 0.361
N 1.717 3.027 0.239 -0.859
H -1.782 -0.954 1.153 0.221
C -0.890 -1.631 1.211 -0.404
C 0.897 1.868 0.583 -0.232
N -0.437 0.078 -0.506 -0.453
C -1.106 -3.111 0.844 -0.626
H 0.968 1.138 -1.523 0.170
H -1.888 -3.571 1.449 0.208
C -0.728 -0.490 -1.839 -0.444
H -0.419 -1.530 2.176 0.196
H 0.767 -1.826 -0.233 0.183

***

Which of them is the least stable? Correct choice: a.